Entry 1:
A 2-piece molecular cluster, C23H17F3O3 overall in a non-equilibrium geometry. Source: OMol25; level of theory: the ωB97M-V functional and the def2-TZVPD basis.

Its multiplicity is 1. For the energy relative to the best compared isomer or geometry (same formula, charge and spin), the calculation gives 2.111 eV. The value obtained for the orbital gap is 2.792 eV. The HOMO energy comes out at -5.42 eV.

Last column: natural (NBO) charge in e.
CARTESIAN COORDINATES (ANGSTROEM)
F  2.20142  -2.01367  3.29558  -0.3368
C  1.76291  -0.74242  3.30802  0.9769
F  2.21122  -0.12372  4.41479  -0.3243
F  2.18791  -0.11037  2.19936  -0.3360
C  0.25243  -0.74767  3.32020  -0.2548
C  -0.49452  0.48252  3.35308  0.4005
O  0.05018  1.58709  3.39789  -0.7633
C  -1.92288  0.38726  3.32870  -0.3513
C  -2.53946  -0.83069  3.29098  -0.1894
C  -1.79163  -2.00028  3.27508  -0.3412
C  -0.40570  -1.94515  3.28624  -0.1772
H  -2.48965  1.30504  3.34183  0.1901
H  -3.61691  -0.88850  3.27256  0.1923
H  -2.28659  -2.95917  3.25387  0.1946
H  0.18664  -2.84899  3.26574  0.2075
C  3.29320  1.53116  -6.90074  -0.2558
O  2.35182  0.90915  -6.05439  -0.4763
C  2.03522  1.60166  -4.87781  0.3684
C  1.10687  1.01130  -4.00786  -0.2575
C  0.72461  1.61518  -2.83534  -0.1339
C  1.25805  2.85991  -2.46937  -0.1150
C  0.91441  3.58670  -1.26198  0.4661
O  1.53431  4.81712  -1.11805  -0.4250
C  1.29958  5.56037  0.02627  0.4139
C  0.40709  5.11581  1.03121  -0.1841
C  0.21535  5.91625  2.17232  -0.1145
C  0.88576  7.11068  2.31381  -0.2101
C  1.76172  7.53788  1.32845  -0.1431
C  1.96348  6.77328  0.20066  -0.2757
C  -0.22860  3.86990  0.83870  0.0412
C  0.02966  3.12315  -0.28317  -0.3151
C  2.19115  3.44356  -3.33600  -0.1299
C  2.57398  2.83884  -4.50660  -0.3108
H  3.45283  0.89633  -7.77316  0.2109
H  2.91676  2.49609  -7.23804  0.1788
H  4.24291  1.65226  -6.38127  0.1807
H  0.69888  0.05883  -4.29469  0.2414
H  0.01114  1.13105  -2.19351  0.2273
H  -0.45475  5.57641  2.94277  0.2424
H  0.73932  7.71468  3.19454  0.2322
H  2.29319  8.46760  1.44273  0.2306
H  2.64827  7.08046  -0.56850  0.2326
H  -0.90202  3.50848  1.59861  0.2732
H  -0.44473  2.16545  -0.40671  0.2592
H  2.60561  4.39405  -3.04644  0.2292
H  3.29364  3.31899  -5.14468  0.2308

---

Entry 2:
C23H17N3O8STi as an isolated structure. Source: OMol25; level of theory: the ωB97M-V functional and the def2-TZVPD basis.

As for the net charge: -2. Its multiplicity is 3. For the energy relative to the best compared isomer or geometry (same formula, charge and spin), the calculation gives 0.000 eV. The value obtained for the orbital gap (alpha / beta) is 5.022 / 8.399 eV. The HOMO energy (alpha / beta) comes out at -0.47 / -3.86 eV.

Last column: natural (NBO) charge in e.
CARTESIAN COORDINATES (ANGSTROEM)
Ti  -0.20066  -0.09278  0.26409  1.6616
O  -7.36595  -0.29022  0.72831  -0.7506
C  -6.54118  -0.21879  1.65596  0.7321
O  -6.70599  -0.01962  2.87691  -0.7586
C  -5.06126  -0.37508  1.23669  -0.0467
C  -4.66354  -0.14141  -0.07476  -0.2322
C  -3.31582  -0.12391  -0.38811  0.0512
N  -2.36782  -0.34123  0.52777  -0.5143
C  -2.74902  -0.62727  1.77944  0.0808
C  -4.07083  -0.66249  2.16570  -0.2048
C  -1.59700  -0.84950  2.72429  0.7765
O  -1.77220  -1.14502  3.89113  -0.6270
O  -0.43209  -0.68654  2.15165  -0.7728
H  -5.42372  0.05373  -0.81830  0.2435
H  -2.96070  0.08954  -1.39044  0.2147
H  -4.32887  -0.85392  3.19736  0.2591
C  -3.75534  1.85783  4.45771  -0.6550
C  -2.98412  2.26124  3.22851  0.0091
C  -1.59311  2.20698  3.20461  -0.2152
C  -0.88690  2.50126  2.04629  -0.2256
C  -1.58950  2.82977  0.89357  -0.2769
C  -2.97289  2.92182  0.90304  -0.2090
C  -3.66138  2.64792  2.07275  -0.2077
S  -0.72247  3.07322  -0.62029  2.3303
O  0.33084  4.03566  -0.38455  -0.9741
O  -1.68853  3.43209  -1.63956  -0.9860
N  -0.14502  1.59785  -0.86909  -1.0437
C  0.26266  1.29647  -2.24509  -0.3508
C  0.09996  -0.19990  -2.53529  0.7903
O  0.34065  -0.61707  -3.65055  -0.6545
O  -0.32299  -0.92620  -1.52988  -0.7801
H  -3.26341  1.02007  4.95318  0.2342
H  -4.76924  1.55302  4.19189  0.2520
H  -3.81798  2.68874  5.16610  0.2047
H  -1.05756  1.88191  4.08881  0.2211
H  0.19651  2.45722  2.02414  0.2379
H  -3.49079  3.17546  -0.01081  0.2450
H  -4.74498  2.66420  2.07956  0.2264
H  1.29884  1.57308  -2.45989  0.2112
H  -0.37310  1.81830  -2.96671  0.2298
N  1.86946  -0.39055  0.46053  -0.6041
C  2.87829  -0.89158  0.79736  0.3983
C  4.07237  -1.45098  1.19259  -0.2269
C  4.94929  -0.75047  2.09551  -0.2366
C  6.13983  -1.30917  2.47812  -0.2261
C  6.54572  -2.57433  2.00834  -0.3416
C  5.69467  -3.26785  1.12538  -0.2251
C  4.49715  -2.74156  0.71934  -0.2383
H  4.65083  0.22028  2.46900  0.2022
H  6.78025  -0.76087  3.16066  0.1907
H  7.48852  -3.00395  2.31939  0.1857
H  5.99100  -4.24312  0.75502  0.1911
H  3.85633  -3.28729  0.03933  0.2046

---

Entry 3:
C23H18AlF3N7O as an isolated structure. Source: OMol25; level of theory: the ωB97M-V functional and the def2-TZVPD basis.

As for the net charge: -1. Its multiplicity is 1. For the energy relative to the best compared isomer or geometry (same formula, charge and spin), the calculation gives 0.085 eV. The value obtained for the orbital gap is 7.255 eV. The HOMO energy comes out at -4.70 eV.

Last column: natural (NBO) charge in e.
CARTESIAN COORDINATES (ANGSTROEM)
Al  0.16981  -0.05004  -0.24656  1.7531
O  0.35869  2.89337  2.56390  -0.6695
C  0.47799  1.87293  1.88801  0.6435
N  -0.30451  1.45744  0.88291  -0.8196
C  -1.35601  2.38080  0.51524  -0.2588
C  -1.43216  2.48107  -0.98354  0.2613
C  -2.06021  3.51609  -1.66115  -0.2580
C  -2.15776  3.43875  -3.03841  -0.1519
C  -1.64303  2.32985  -3.69718  -0.2643
C  -1.02900  1.34455  -2.94820  0.0937
N  -0.91106  1.43714  -1.62281  -0.5076
C  1.63244  0.94161  2.17955  0.1476
C  2.48240  1.16820  3.24845  -0.2100
C  3.50045  0.26145  3.47759  -0.1578
C  3.63697  -0.83310  2.63446  -0.2509
C  2.75058  -0.97335  1.58396  0.0851
N  1.77093  -0.09878  1.36342  -0.4807
H  -1.19575  3.35541  0.97626  0.2379
H  -2.33081  2.01418  0.86492  0.2093
H  -2.46563  4.35386  -1.10901  0.2185
H  -2.64116  4.23130  -3.59630  0.2112
H  -1.71612  2.22496  -4.77034  0.2190
H  -0.63091  0.44265  -3.39471  0.2373
H  2.31064  2.03902  3.86400  0.2472
H  4.18126  0.39873  4.30823  0.2135
H  4.41226  -1.57157  2.78248  0.2210
H  2.82178  -1.80607  0.89625  0.2091
C  -2.98907  -0.70532  -0.97179  -0.6350
C  -1.94776  -1.47509  -1.72708  0.1084
C  -2.15526  -2.45858  -2.66436  -0.3200
C  -0.87689  -2.94583  -3.03897  -0.3301
C  0.05082  -2.23633  -2.31271  0.1270
C  1.53062  -2.44693  -2.29830  -0.6334
N  -0.59206  -1.31374  -1.51630  -0.7555
H  -3.90947  -1.28899  -0.92697  0.2243
H  -3.23305  0.25720  -1.42847  0.1983
H  -2.69566  -0.51334  0.06431  0.2156
H  -3.11889  -2.80818  -3.00435  0.2006
H  -0.65402  -3.74894  -3.72544  0.1995
H  1.75571  -3.43528  -2.70122  0.2135
H  1.94339  -2.41986  -1.28619  0.2004
H  2.07970  -1.70882  -2.88235  0.2238
F  1.75693  0.65272  -2.67581  -0.3805
C  1.86022  0.59654  -1.30648  0.5542
F  3.06358  -0.04729  -1.10387  -0.3872
F  2.13727  1.90247  -0.94365  -0.3798
N  -0.53880  -1.37048  1.17680  -0.5649
C  -0.95509  -2.10456  1.96638  0.5141
C  -1.45768  -2.99157  2.91960  -0.6001
C  -2.69964  -2.71264  3.54253  0.3141
N  -3.71310  -2.48172  4.04580  -0.3995
C  -0.70118  -4.13887  3.26161  0.3149
N  -0.08105  -5.07393  3.53576  -0.4023

---

Entry 4:
C23H18AsBrMoNO3PS5 as an isolated structure in a non-equilibrium geometry. Source: OMol25; level of theory: the ωB97M-V functional and the def2-TZVPD basis.

As for the net charge: +2. Its multiplicity is 1. For the energy relative to the best compared isomer or geometry (same formula, charge and spin), the calculation gives 0.423 eV. The value obtained for the orbital gap is 6.016 eV. The HOMO energy comes out at -14.84 eV.

Last column: natural (NBO) charge in e.
CARTESIAN COORDINATES (ANGSTROEM)
Mo  -0.29180  0.68370  -0.49400  0.5126
O  -3.39380  -1.70010  -1.34290  -0.8211
S  -2.71120  -0.63470  -0.72390  2.3994
O  -2.18670  0.44710  -1.63220  -0.8965
O  -1.43510  -0.99780  -0.01370  -0.9010
C  -3.65890  0.20920  0.52870  -0.3291
C  -4.64000  -0.47530  1.21910  -0.1487
C  -5.29210  0.15370  2.27530  -0.1471
C  -4.95000  1.44840  2.63420  -0.1743
C  -3.96390  2.13070  1.93730  -0.0966
C  -3.30780  1.51750  0.86760  -0.4135
P  -1.96600  2.41030  0.01490  1.3233
C  -1.44690  3.79390  1.05500  -0.4590
C  -1.82320  5.10440  0.74740  -0.1129
C  -1.35540  6.14630  1.53080  -0.2092
C  -0.51260  5.89390  2.60340  -0.1424
C  -0.15090  4.59120  2.91910  -0.1920
C  -0.61610  3.54380  2.14920  -0.1817
C  -2.49280  3.09200  -1.57230  -0.4311
C  -3.76880  2.95450  -2.11240  -0.1092
C  -3.99890  3.37370  -3.41440  -0.2006
C  -2.96410  3.89450  -4.17840  -0.1510
C  -1.69690  4.05010  -3.63290  -0.1994
C  -1.45780  3.64970  -2.33140  -0.2072
H  -4.87290  -1.48960  0.93370  0.2621
H  -6.05500  -0.37720  2.82130  0.2543
H  -5.43840  1.92990  3.46950  0.2523
H  -3.68750  3.13470  2.22810  0.2377
H  -2.47690  5.29940  -0.09110  0.2276
H  -1.64380  7.16040  1.29840  0.2449
H  -0.13950  6.70910  3.20330  0.2436
H  0.50260  4.39180  3.75500  0.2401
H  -0.34530  2.52240  2.40210  0.2161
H  -4.57120  2.53370  -1.52100  0.2226
H  -4.98370  3.27490  -3.84570  0.2448
H  -3.14380  4.19810  -5.19760  0.2436
H  -0.89330  4.46450  -4.22180  0.2407
H  -0.47840  3.79930  -1.88780  0.2212
S  2.96080  2.64590  2.66330  -0.2531
As  2.64600  1.00300  1.49010  0.8599
S  0.43110  0.10640  1.57550  0.0033
S  1.35890  2.02500  -0.87840  0.2265
S  3.92640  -0.41440  0.76090  -0.2742
Br  0.32300  0.08360  -6.24400  0.1807
C  0.57960  -0.66600  -4.54080  -0.1068
C  1.28260  -1.85920  -4.36110  -0.1238
C  1.44780  -2.34620  -3.07430  -0.2048
C  0.93160  -1.62520  -2.00670  0.0610
N  0.27280  -0.47780  -2.18680  -0.4680
C  0.08440  -0.01030  -3.41840  0.0275
H  1.69720  -2.37330  -5.21590  0.2656
H  1.98660  -3.26450  -2.89280  0.2657
H  1.06460  -1.95980  -0.98120  0.2371
H  -0.45750  0.92750  -3.52380  0.2402